Below is one molecule with the formula C4H6ClN in a non-equilibrium geometry, with properties calculated with ωB97M-V/def2-TZVPD.

- Frontier orbital gap: 10.034 eV
- E_tot: -670.86456 Eh
- Net charge: 0
- SMILES string: C=NC/C=C/Cl
- ΔE to the lowest compared entry with this formula, charge and spin: 220.6 kJ/mol

```
12
Properties=species:S:1:pos:R:3:forces:R:3:mulliken_charge:R:1
C -1.296077 1.137298 0.233833 2.20 -3.46 0.13 -0.32
N -0.354975 0.590472 -0.465768 -3.05 3.08 0.48 -0.38
C 0.110574 -0.760893 -0.437320 0.43 2.01 -2.54 -0.59
C 1.443744 -0.535769 0.111210 2.11 0.53 -2.89 -0.27
C 2.403720 0.016232 -0.664525 -0.48 -2.05 5.51 -0.25
Cl 3.945351 0.294199 0.102776 -0.01 0.27 -0.66 -0.19
H -1.492639 2.145791 0.305624 0.05 2.47 -1.04 0.29
H -1.851276 0.675934 1.041712 -0.21 -1.11 0.08 0.22
H 0.108826 -1.028305 -1.512947 0.10 -0.49 0.66 0.28
H -0.363516 -1.430889 0.164334 -2.01 -2.00 1.50 0.46
H 1.502876 -0.799914 1.108257 0.83 -0.07 1.98 0.34
H 2.264644 0.096453 -1.658087 0.05 0.81 -3.22 0.42
```
Forces are in eV/Å.



Below is a 5-piece molecular cluster, C39H62ClF7N7O overall in a non-equilibrium geometry, with properties calculated with ωB97M-V/def2-TZVPD.

- Frontier orbital gap: 6.051 eV
- E_tot: -3140.37251 Eh
- Net charge: +1

```
117
Properties=species:S:1:pos:R:3:forces:R:3:mulliken_charge:R:1
C 1.188669 2.309074 5.925964 -0.42 -0.24 -0.10 -1.11
C 1.840565 0.866751 5.567202 -0.65 0.21 0.00 -0.12
C 2.934044 0.978003 4.353364 -0.76 0.25 0.36 0.14
Cl 4.653666 0.550996 4.932100 -1.39 0.35 -0.75 -0.15
C 2.501699 0.114598 3.058730 -0.98 1.74 -2.60 0.16
C 1.850452 0.776588 1.791458 2.47 -4.63 3.16 -0.89
C 1.521670 2.302629 1.487752 0.30 2.31 -1.21 1.03
F 2.526500 3.212711 1.993845 -2.09 -2.79 -0.98 -0.28
F 1.450056 2.595915 0.070337 0.66 -1.40 3.18 -0.26
C 0.081277 2.791320 2.091558 -1.22 1.12 -1.03 0.17
F -0.768192 3.164188 0.980744 1.97 -0.89 2.62 -0.28
F 0.195132 3.953252 2.904150 -0.03 -2.94 -1.74 -0.26
N 1.623742 -0.419772 0.945559 0.45 -1.12 1.68 0.35
C 0.961600 -0.366125 -0.409941 0.42 -0.14 -0.54 0.13
O -0.317188 0.362391 -0.300600 0.26 -0.20 -2.48 -0.32
C -1.031646 0.222863 -1.522786 -1.40 -0.71 -0.59 0.73
F -0.206624 0.102004 -2.670102 -1.85 0.35 2.86 -0.23
F -1.784146 -1.005669 -1.413107 1.76 3.03 -0.62 -0.26
F -1.943939 1.271888 -1.775786 2.74 -2.89 1.18 -0.18
C 2.098928 -1.665701 1.539770 -0.14 2.58 1.15 0.12
C 2.016567 -3.112983 0.806338 -1.19 1.22 -0.43 -0.35
C 2.804872 -3.126185 -0.597685 0.94 0.41 0.04 0.27
C 3.379173 -4.563598 -1.044407 0.59 0.16 0.37 0.28
C 2.546483 -5.827146 -0.504292 0.04 0.00 -0.55 -1.21
C 3.580372 -4.518914 -2.649682 0.68 -1.10 -0.33 -0.90
C 2.804070 -5.664613 -3.463752 -0.24 0.83 -2.38 -0.73
C 1.214032 -5.485148 -3.544268 -1.00 0.85 1.04 -0.87
C 0.457135 -4.326116 -3.159866 0.88 -0.56 -0.08 1.01
C -0.670402 -4.361959 -1.982905 -0.63 -0.90 -2.14 -0.99
C 0.639229 -2.906177 -3.905975 -0.27 -0.43 1.14 -0.80
N 2.635925 -1.345967 2.863904 -2.36 2.43 -3.87 0.36
C 3.228186 -2.369426 3.776877 0.84 -1.23 0.72 -0.49
C 2.726125 -2.295248 5.297947 0.91 0.66 2.54 0.32
C 1.175231 -2.409880 5.764700 1.62 0.02 -0.61 -1.00
N 3.603533 -2.166205 6.297043 -1.96 -0.58 -4.01 -0.54
H 0.347966 2.222912 6.720771 1.52 -0.20 -1.30 0.37
H 1.949818 3.053367 6.357922 -1.05 -1.10 -0.95 0.33
H 0.654222 2.712627 4.979318 1.14 -0.36 1.60 0.14
H 0.966185 0.225400 5.170010 1.47 0.79 0.82 0.05
H 2.298512 0.383154 6.508538 -0.65 0.67 -1.71 0.36
H 2.987450 2.112171 4.118168 -0.01 -2.19 -0.23 0.41
H -0.416178 1.900769 2.608737 0.54 1.63 -0.34 0.29
H 1.708210 0.191520 -1.087228 -1.46 -0.89 0.87 0.27
H 0.684466 -1.410204 -0.801502 0.94 1.48 0.82 -0.42
H 0.890231 -3.236314 0.548845 1.78 0.01 0.74 0.17
H 2.321748 -3.972073 1.492150 -0.33 1.53 -0.86 0.26
H 3.699890 -2.397580 -0.478739 -1.32 -1.21 -0.35 0.28
H 2.193068 -2.720296 -1.485915 0.57 -0.63 1.70 -0.61
H 4.439034 -4.651645 -0.577086 -1.76 0.15 -0.74 0.41
H 2.608142 -5.936450 0.632660 -0.02 0.20 -1.56 0.45
H 2.972313 -6.801410 -0.966843 -0.72 1.71 0.88 0.33
H 1.452504 -5.734063 -0.822676 1.52 -0.24 0.49 0.08
H 4.711434 -4.691762 -2.849517 -1.90 0.30 0.26 0.36
H 3.335094 -3.508459 -3.131893 0.24 -1.37 0.95 0.39
H 3.195808 -5.606678 -4.558332 -0.29 -0.20 1.73 0.41
H 3.059839 -6.740565 -3.122119 -0.64 1.90 -0.39 0.36
H 0.608046 -6.398561 -3.911274 1.02 0.87 1.96 0.27
H -0.489338 -3.519132 -1.206836 -0.19 -1.37 -1.42 -0.01
H -1.704266 -4.223123 -2.488914 1.44 0.05 1.22 0.43
H -0.677927 -5.401801 -1.480042 0.09 1.82 -0.69 0.38
H -0.366206 -2.340618 -3.775980 1.69 -0.95 -0.24 0.22
H 1.458181 -2.249769 -3.438913 -1.00 -0.71 -0.97 0.13
H 0.791324 -3.110774 -5.026083 0.04 0.53 1.87 0.34
H 4.382507 -2.290303 3.689050 -1.96 0.09 0.44 0.34
H 2.982002 -3.441063 3.405726 0.09 2.04 0.33 0.14
H 1.051922 -3.479163 6.153356 0.04 1.72 -0.86 0.37
H 0.430689 -2.199973 4.922755 1.02 -0.25 1.20 0.15
H 1.062030 -1.689597 6.661689 0.08 -1.35 -1.82 0.35
H 4.536980 -2.100574 5.843906 -0.43 0.00 0.65 0.33
C -3.516165 4.338311 -5.676364 -0.04 0.10 0.03 -1.20
C -3.305114 3.042394 -4.901651 -0.31 0.19 -0.16 -0.08
C -1.865970 2.528096 -4.984233 -0.09 -0.19 -0.84 0.22
C -1.504731 2.248902 -6.416796 1.04 -0.66 -2.91 0.08
N -1.219830 2.028559 -7.546672 -1.05 0.80 4.07 -0.51
H -3.331778 4.203745 -6.745509 0.03 -0.03 0.09 0.41
H -4.547583 4.682572 -5.566430 0.11 0.01 0.00 0.38
H -2.852761 5.127623 -5.308732 -0.10 -0.01 -0.04 0.20
H -3.993228 2.282834 -5.287117 0.12 -0.01 0.11 0.32
H -3.565956 3.209892 -3.852219 0.15 -0.13 -0.02 -0.09
H -1.762408 1.607762 -4.403797 0.11 0.04 -0.20 -0.15
H -1.170116 3.266748 -4.576017 0.01 -0.06 -0.15 0.36
C -0.096716 6.418776 -7.251553 0.03 -0.08 -0.07 -0.76
C -0.205274 7.899853 -7.599511 0.02 -0.31 -0.18 -0.48
C -0.358068 8.792141 -6.365164 -0.80 -0.29 0.15 -0.45
C -1.610007 8.422320 -5.619294 -2.55 -0.55 1.78 0.28
N -2.597273 8.130338 -5.030741 3.54 0.95 -2.13 -0.43
H -1.001038 6.053292 -6.757525 0.06 0.07 0.00 0.00
H 0.039546 5.824427 -8.158350 0.02 0.03 0.11 0.35
H 0.756184 6.232617 -6.591104 -0.06 -0.01 -0.05 0.31
H -1.058707 8.044936 -8.269715 0.10 0.10 0.09 0.29
H 0.690637 8.202435 -8.149650 -0.09 0.10 0.09 0.32
H -0.418046 9.841625 -6.664957 -0.10 -0.08 0.17 0.30
H 0.502269 8.678353 -5.699743 -0.16 -0.01 0.04 0.28
C -0.178681 -6.322537 9.930300 -0.06 -0.07 0.03 -1.15
C 1.126101 -6.193797 9.151182 -0.27 -0.27 0.08 -0.41
C 1.702352 -4.775943 9.184303 -0.61 0.30 -0.51 -0.37
C 0.725928 -3.812714 8.569065 -2.02 2.25 -0.90 0.34
N -0.044465 -3.052075 8.083172 2.48 -3.06 2.37 -0.57
H -0.966263 -5.695123 9.504630 0.09 0.01 0.05 0.34
H -0.536685 -7.354592 9.903370 0.05 0.10 0.05 0.34
H -0.039660 -6.037715 10.977634 -0.04 -0.03 -0.09 0.30
H 0.951471 -6.499021 8.114041 0.12 0.06 0.06 0.28
H 1.860766 -6.887101 9.570943 0.05 0.15 -0.09 0.32
H 2.641267 -4.738152 8.625057 -0.11 0.20 0.01 0.22
H 1.908268 -4.468675 10.213328 -0.09 0.10 -0.13 0.36
C -7.228591 5.867582 -2.111298 -0.02 0.09 0.01 -1.16
C -7.011667 4.533672 -1.404470 -0.18 0.32 0.09 -0.55
C -6.245207 3.523711 -2.261659 -0.74 -0.10 -0.62 0.02
C -7.018008 3.235387 -3.523787 -1.33 -0.78 -2.64 0.25
N -7.629321 3.009326 -4.514479 2.19 0.84 3.58 -0.51
H -7.837171 5.752297 -3.011987 0.10 -0.04 0.05 0.36
H -7.752671 6.565105 -1.453261 0.09 -0.04 -0.06 0.34
H -6.273803 6.320382 -2.396205 -0.10 -0.01 0.00 0.30
H -7.985149 4.118530 -1.123837 0.16 -0.07 -0.01 0.32
H -6.457236 4.708469 -0.477457 0.01 -0.14 -0.07 0.32
H -6.103384 2.591709 -1.707943 -0.03 -0.01 -0.21 0.32
H -5.258551 3.914417 -2.525699 -0.14 -0.02 -0.10 0.01
```
Forces are in eV/Å.



Below is C44H65AsFGeN3O5SSi2W as an isolated structure in a non-equilibrium geometry, with properties calculated with ωB97M-V/def2-TZVPD.

- Frontier orbital gap: 5.944 eV
- E_tot: -7712.45578 Eh
- Net charge: +2
- ΔE to the lowest compared entry with this formula, charge and spin: 167.3 kJ/mol

```
124
Properties=species:S:1:pos:R:3:forces:R:3:mulliken_charge:R:1
W -0.550675 1.455402 0.657708 1.81 -2.39 -1.33 -0.70
F 3.751813 -4.147666 0.420671 0.01 -0.18 -0.10 -0.43
C 3.019289 -3.736925 -0.633424 -0.01 0.17 0.01 0.86
C 2.315425 -2.579978 -0.499035 -0.04 -0.08 -0.13 0.25
C 1.603992 -2.038708 -1.572677 0.07 -0.02 0.13 0.36
C 0.861435 -0.815079 -1.353263 -0.29 0.35 -0.59 0.42
O 0.707266 -0.347297 -0.198556 -0.13 0.00 1.07 0.23
C 0.335238 -0.225604 -2.532814 -0.04 0.06 0.54 -0.81
C 0.410144 -0.887302 -3.720590 -0.03 -0.02 -0.05 -0.07
N 0.988417 -2.089941 -3.901318 -0.09 0.21 -0.06 0.00
C 0.881280 -2.630986 -5.249854 0.07 -0.26 -0.29 -0.21
C 1.959582 -3.377268 -5.974579 0.16 0.12 -0.09 -0.57
C 0.682133 -4.077469 -5.589526 -0.19 -0.06 0.02 -0.59
C 1.638974 -2.682011 -2.824933 0.06 0.01 0.44 -0.42
C 2.316360 -3.905228 -2.907198 0.12 -0.20 -0.14 0.16
C 3.010369 -4.468177 -1.841517 -0.17 0.16 0.02 -1.15
N 3.619622 -5.718327 -1.984070 0.05 -0.24 0.11 0.09
C 4.162522 -6.456602 -0.839469 -0.10 0.16 -0.03 -0.68
C 4.486218 -7.892492 -1.262440 0.18 0.21 0.28 -0.84
N 3.485144 -8.327017 -2.283710 -0.03 -0.09 0.00 -0.09
C 3.654515 -7.562768 -3.568718 0.14 0.41 -0.37 -0.78
C 4.188694 -6.163639 -3.242027 0.07 -0.01 0.10 -0.47
C -0.296129 1.119758 -2.471939 -0.04 -0.51 -0.45 -0.40
O -0.885731 1.589357 -3.415126 0.05 0.06 0.08 -0.69
O -0.089127 1.736866 -1.335814 -0.20 0.77 1.34 0.25
H 2.311538 -2.040063 0.436401 0.04 -0.06 0.02 -0.46
H -0.034341 -0.409883 -4.584296 0.00 -0.09 -0.06 0.62
H 0.317235 -1.948500 -5.865164 -0.01 0.07 0.07 0.49
H 2.890582 -3.595350 -5.472483 -0.06 -0.02 0.05 0.18
H 2.095860 -3.124763 -7.016680 -0.02 0.03 0.01 0.37
H 0.663606 -4.816674 -4.801876 0.08 0.06 0.02 0.17
H -0.025153 -4.287966 -6.379317 -0.02 0.03 0.02 0.36
H 2.304857 -4.457130 -3.829618 -0.05 0.04 0.10 0.20
H 3.417035 -6.473428 -0.045953 0.00 0.02 0.03 0.53
H 5.070664 -6.007177 -0.430730 0.03 -0.04 0.00 0.36
H 4.439520 -8.552172 -0.399098 -0.05 -0.08 -0.07 0.41
H 5.474916 -7.983795 -1.706546 -0.05 -0.05 -0.10 0.37
H 2.552138 -8.146555 -1.909859 -0.04 -0.03 -0.02 0.39
H 3.552415 -9.329644 -2.459995 -0.02 -0.03 0.02 0.36
H 2.687075 -7.516335 -4.064087 -0.05 -0.07 0.08 0.45
H 4.351327 -8.095744 -4.213411 -0.02 -0.14 0.10 0.38
H 3.945513 -5.489741 -4.056883 0.01 -0.02 0.00 0.28
H 5.281725 -6.182996 -3.172493 0.00 0.02 -0.05 0.31
O 0.612188 5.272328 1.214888 0.07 -0.24 -0.08 -0.58
C 0.258075 4.271257 1.763313 0.06 0.80 0.36 -0.30
O 0.241342 3.075357 1.109037 0.14 0.35 -0.41 0.59
C -0.106783 4.162028 3.189812 -0.17 -0.18 0.14 0.24
C 0.514441 5.026002 4.088389 0.01 0.05 -0.19 -0.89
C 0.247300 4.937544 5.440900 -0.01 0.01 0.04 -0.73
C -0.651724 3.983662 5.901060 -0.01 0.08 0.04 -0.78
C -1.289484 3.131323 5.014895 -0.04 -0.08 -0.07 -0.55
C -1.028590 3.216598 3.651045 0.20 -0.09 -0.21 0.83
S -2.035912 2.237098 2.572579 0.20 -0.65 -0.56 -0.31
H 1.214523 5.753775 3.698772 -0.01 0.02 0.04 0.51
H 0.734605 5.610718 6.132372 0.01 -0.02 0.01 0.45
H -0.872310 3.912665 6.958001 0.02 -0.01 0.00 0.44
H -2.009513 2.403541 5.367075 0.01 0.02 0.03 0.54
C -3.440870 3.094774 -1.925864 0.20 -0.55 0.34 -1.20
As -2.091921 3.436932 -0.532211 -1.05 1.34 -0.93 1.40
C -0.921576 4.555472 -1.632699 0.27 -0.23 0.17 -1.41
C -2.943810 4.915593 0.532991 0.17 -0.57 0.25 -0.89
C -3.791115 5.845831 -0.274147 -0.01 0.02 -0.15 -0.08
C -3.268827 7.037152 -0.770520 0.02 -0.04 0.03 -0.20
C -4.067876 7.909165 -1.495333 0.02 0.02 -0.03 -0.79
C -5.397977 7.600005 -1.735597 0.01 0.02 0.00 -0.49
C -5.929223 6.415168 -1.243143 -0.03 0.02 -0.04 -0.76
C -5.131024 5.546883 -0.517709 0.05 -0.04 0.07 -0.18
H -3.824349 4.042220 -2.293820 0.10 0.12 0.10 0.63
H -4.264108 2.493587 -1.543676 0.01 0.05 0.01 0.15
H -2.944651 2.562838 -2.735271 0.04 0.01 0.01 0.36
H -1.502816 5.381257 -2.038635 -0.16 -0.04 0.11 0.57
H -0.524221 3.964662 -2.452374 -0.06 -0.06 0.01 0.34
H -0.101420 4.948871 -1.035425 -0.02 0.00 0.01 0.23
H -2.108213 5.449718 0.986789 0.01 -0.03 0.03 0.51
H -3.528794 4.460532 1.332506 0.08 -0.04 0.01 0.69
H -2.235824 7.294908 -0.564871 0.00 0.00 -0.01 0.49
H -3.649866 8.835995 -1.865794 -0.01 0.00 0.01 0.40
H -6.021249 8.287817 -2.291101 -0.01 -0.02 -0.01 0.41
H -6.968906 6.173965 -1.421852 0.00 0.00 0.02 0.43
H -5.548448 4.628399 -0.118329 -0.03 0.01 -0.02 0.41
C 3.904982 0.004581 1.992985 -0.36 -0.22 0.29 -1.41
Si 2.457070 1.215202 1.833713 1.04 0.40 -0.65 1.82
C 2.905343 2.656081 2.981411 -0.38 -0.18 0.03 -1.54
C 2.771233 1.832254 0.044369 -0.04 -0.11 0.33 -1.05
C 0.683675 0.580428 2.265591 -0.60 0.66 -0.65 -0.18
Si 0.537271 -1.193114 2.945731 -0.50 -0.81 0.26 0.89
C -0.501751 -2.377880 1.877665 0.16 0.29 0.14 -0.41
C -0.188317 -1.021788 4.686165 0.07 0.12 -0.25 -1.28
C 2.091384 -2.228726 3.282154 0.08 0.41 -0.11 -1.16
H 4.768314 0.443009 1.488697 -0.07 0.15 -0.01 0.42
H 3.737074 -0.979079 1.554163 0.05 0.07 -0.02 0.20
H 4.175683 -0.148797 3.039352 0.05 -0.03 -0.05 0.42
H 3.956209 2.577392 3.265417 0.03 -0.05 -0.09 0.51
H 2.321128 2.658543 3.904338 0.02 0.00 0.01 0.26
H 2.772957 3.627866 2.503235 0.00 -0.01 -0.03 0.36
H 3.625491 2.512924 0.107454 0.05 -0.06 0.13 0.64
H 1.984518 2.390646 -0.439188 -0.09 0.13 -0.16 0.11
H 3.067022 1.016383 -0.617819 -0.03 -0.08 0.03 0.31
H 0.441076 1.177604 3.153791 0.10 0.01 0.01 0.40
H -1.361252 -1.905432 1.413011 -0.04 -0.04 -0.01 -0.52
H -0.868459 -3.194531 2.504376 0.03 0.02 0.04 0.66
H 0.106631 -2.821278 1.087432 0.02 0.02 -0.03 0.09
H -0.902365 -0.205835 4.792034 -0.04 0.02 -0.03 0.09
H 0.623097 -0.836022 5.395160 0.02 0.02 -0.03 0.36
H -0.681502 -1.944993 4.996180 -0.01 -0.02 -0.03 0.41
H 2.843555 -1.681191 3.851957 -0.04 -0.08 0.01 0.38
H 2.579774 -2.646335 2.401811 0.00 -0.01 0.05 0.18
H 1.772133 -3.070336 3.902035 -0.14 0.02 0.00 0.45
C -4.833154 1.334253 0.970306 0.21 -0.14 0.07 -0.96
Ge -3.629803 -0.225550 1.121625 -1.09 -0.54 0.01 1.06
C -3.332373 -0.815057 2.979038 0.00 0.06 -0.26 -0.99
C -4.686131 -1.726106 0.370383 0.33 0.19 -0.16 -1.56
C -2.080806 0.105018 -0.104588 -0.60 1.17 0.70 -1.34
H -5.535363 1.345871 1.804083 0.03 0.00 0.03 0.51
H -5.409982 1.237819 0.049258 0.02 -0.02 -0.01 0.38
H -4.304142 2.285595 0.958275 -0.05 0.02 0.04 -0.05
H -4.300587 -0.754058 3.479605 -0.02 0.04 -0.03 0.61
H -2.627423 -0.197512 3.516024 0.05 0.02 0.10 0.03
H -3.006083 -1.853935 3.011426 -0.03 0.01 -0.06 0.30
H -5.569685 -1.888019 0.988747 0.02 0.05 0.05 0.42
H -4.114360 -2.655639 0.351565 0.02 0.01 0.02 0.42
H -5.019303 -1.507972 -0.645303 0.00 0.00 0.00 0.40
H -2.592601 0.558521 -0.963649 -0.11 0.12 0.17 0.53
H -1.754501 -0.869483 -0.469764 0.58 0.07 0.27 0.88
```
Forces are in eV/Å.



> Which of these has the highest frontier orbital gap?

C4H6ClN